Below is C4H6S3 as an isolated structure, with properties calculated with ωB97M-V/def2-TZVPD.

Element x y z (Å)
C  0.641  -0.078  1.184
C  0.230  -0.183  -0.241
C  -1.069  -1.143  -0.545
C  -0.506  1.067  -0.583
H  1.116  0.831  1.538
H  1.152  -1.006  1.572
H  -0.513  0.074  1.533
H  1.794  1.234  -0.793
H  -0.897  -2.134  -1.220
H  -1.255  -1.506  0.421
S  1.655  0.050  -1.422
S  -2.051  0.166  -0.971
S  -0.297  2.629  -0.473

Properties
Relative energy (zero: lowest compared OMol25 entry of this formula, charge and spin) = 169.6 kJ/mol
Energy = -1350.4825 Eh
Spin multiplicity = 1
Kohn-Sham gap = 8.582 eV
HOMO energy = -8.87 eV

Below is a 2-piece molecular cluster, C13H21O2 overall, with properties calculated with ωB97M-V/def2-TZVPD.

Element x y z (Å)
C  -0.856  3.527  2.487
C  -1.331  2.624  1.828
C  -1.997  -0.721  -0.298
C  -0.153  4.696  2.844
C  1.793  0.047  -1.468
C  -0.366  1.051  -2.106
C  0.055  -1.385  -2.666
C  -0.757  -2.555  1.214
C  0.294  -0.291  1.104
C  1.479  -2.666  0.345
C  -0.323  -0.648  -0.305
C  0.321  -0.202  -1.601
C  0.332  -1.673  0.569
O  -2.457  -1.723  -0.862
O  -2.546  0.212  0.272
H  -0.878  5.619  2.765
H  0.617  4.723  2.110
H  0.254  4.664  3.822
H  2.375  -0.777  -1.032
H  2.022  0.950  -0.862
H  2.185  0.300  -2.433
H  -1.122  0.802  -2.782
H  0.349  1.739  -2.548
H  -0.779  1.583  -1.298
H  0.463  -2.338  -2.287
H  -0.965  -1.473  -2.700
H  0.380  -1.073  -3.658
H  -0.677  -3.587  0.780
H  -0.331  -2.835  2.243
H  -1.730  -1.935  1.225
H  1.186  0.292  1.096
H  -0.346  -0.014  1.944
H  -1.559  1.752  1.224
H  1.733  -3.006  1.407
H  2.331  -2.198  -0.137
H  1.003  -3.481  -0.234

Properties
Energy = -658.3335 Eh
Total charge = -1
Spin multiplicity = 1
Kohn-Sham gap = 7.490 eV
HOMO energy = -4.33 eV

Below is one molecule with the formula C2H5N3S, with properties calculated with ωB97M-V/def2-TZVPD.

Element x y z (Å)
C  -0.589  0.896  0.799
C  1.486  -0.401  0.085
H  -0.500  -0.384  -1.973
H  -0.370  -1.570  -0.781
H  0.118  1.594  1.363
H  -2.346  0.251  0.246
H  1.834  -1.027  -0.799
N  -0.546  -0.573  -0.981
N  0.244  0.260  -0.084
N  -1.829  0.836  0.860
S  2.497  0.120  1.264

Properties
Relative energy (zero: lowest compared OMol25 entry of this formula, charge and spin) = 292.4 kJ/mol
Energy = -641.5726 Eh
Spin multiplicity = 1
Kohn-Sham gap = 8.556 eV
HOMO energy = -9.06 eV

Below is a 8-piece molecular cluster, C20H56N4O8 overall, with properties calculated with ωB97M-V/def2-TZVPD.

Element x y z (Å)
C  -33.893  -8.167  7.646
O  -34.564  -9.280  7.161
N  -33.549  -7.194  6.843
N  -33.335  -8.090  8.859
H  -34.165  -7.000  6.004
H  -33.042  -6.381  7.318
H  -33.388  -8.923  9.446
H  -32.705  -7.313  9.097
C  -30.999  -8.940  5.862
O  -31.054  -9.449  7.129
N  -30.984  -9.558  4.756
N  -31.825  -8.163  5.292
H  -30.768  -10.583  5.046
H  -30.000  -9.274  4.443
H  -32.504  -7.732  6.085
H  -31.417  -7.210  5.239
C  -33.948  -4.798  9.479
C  -32.526  -4.520  8.916
C  -31.551  -4.271  10.050
O  -31.980  -5.410  8.206
H  -34.222  -4.032  10.200
H  -33.895  -5.740  10.033
H  -34.726  -4.930  8.744
H  -32.731  -3.546  8.335
H  -31.813  -3.338  10.424
H  -30.567  -4.128  9.601
H  -31.541  -5.016  10.803
H  -31.213  -5.076  7.793
C  -33.610  -13.096  7.257
C  -32.486  -12.201  6.726
C  -31.200  -12.547  7.403
O  -32.223  -12.322  5.503
H  -33.802  -12.770  8.245
H  -33.425  -14.179  7.319
H  -34.492  -13.098  6.707
H  -32.807  -11.115  6.767
H  -31.100  -12.248  8.428
H  -30.355  -11.971  6.882
H  -31.032  -13.606  7.385
H  -31.611  -13.016  5.440
C  -35.616  -9.312  3.484
C  -34.822  -10.514  4.083
C  -34.841  -11.667  3.198
O  -33.593  -10.270  4.354
H  -36.649  -9.518  3.166
H  -35.209  -8.979  2.586
H  -35.621  -8.448  4.066
H  -35.445  -10.738  4.950
H  -34.531  -12.537  3.776
H  -34.098  -11.565  2.426
H  -35.741  -12.033  2.666
H  -33.414  -10.880  5.067
C  -36.448  -6.772  6.255
C  -35.746  -5.797  5.278
C  -35.222  -4.567  5.946
O  -34.778  -6.333  4.645
H  -36.619  -7.651  5.690
H  -37.379  -6.306  6.561
H  -35.970  -6.958  7.236
H  -36.427  -5.507  4.551
H  -34.783  -3.967  5.155
H  -34.367  -4.700  6.609
H  -36.059  -4.035  6.398
H  -34.628  -5.883  3.820
C  -29.179  -9.908  9.799
C  -29.069  -8.355  9.631
C  -30.234  -7.464  10.168
O  -28.047  -7.866  10.086
H  -29.295  -10.216  10.806
H  -28.372  -10.420  9.315
H  -30.028  -10.139  9.153
H  -29.043  -8.191  8.520
H  -30.101  -6.499  9.765
H  -30.242  -7.249  11.222
H  -31.181  -7.859  9.866
H  -27.912  -7.030  9.556
C  -32.611  -11.006  12.806
C  -32.363  -10.081  11.616
C  -32.811  -10.780  10.290
O  -32.922  -8.991  11.626
H  -31.914  -11.871  12.935
H  -33.582  -11.475  12.690
H  -32.542  -10.359  13.647
H  -31.284  -9.890  11.577
H  -32.294  -10.313  9.441
H  -33.866  -10.755  10.048
H  -32.491  -11.835  10.259
H  -32.645  -8.429  12.305

Properties
Relative energy (zero: lowest compared OMol25 entry of this formula, charge and spin) = 1539.4 kJ/mol
Energy = -1616.0306 Eh
Spin multiplicity = 1
Kohn-Sham gap = 6.849 eV
HOMO energy = -6.99 eV

Below is one molecule with the formula C5H6N2, with properties calculated with ωB97M-V/def2-TZVPD.

Element x y z (Å)
C  -1.155  -0.196  -0.245
N  1.562  2.072  -0.035
C  0.798  -0.886  0.123
C  -2.305  -0.770  -0.468
N  0.766  -2.003  0.707
C  -0.117  0.409  0.294
C  0.367  1.707  0.362
H  2.227  1.480  -0.533
H  1.920  2.972  0.246
H  -0.155  -2.251  1.074
H  1.746  -0.610  -0.343
H  -2.515  -1.293  -1.390
H  -3.139  -0.630  0.208

Properties
Relative energy (zero: lowest compared OMol25 entry of this formula, charge and spin) = 516.9 kJ/mol
Energy = -303.4392 Eh
Spin multiplicity = 1
Kohn-Sham gap = 8.244 eV
HOMO energy = -8.05 eV

Below is a 2-piece molecular cluster, C2H7BrSi overall, with properties calculated with ωB97M-V/def2-TZVPD.

Element x y z (Å)
C  -0.061  -0.349  -1.856
C  0.757  -0.271  -0.813
Si  0.610  0.959  0.552
Br  -2.386  -1.263  1.982
H  -0.072  -1.075  -2.700
H  -1.312  -1.645  2.729
H  -0.912  0.274  -1.748
H  1.645  -0.914  -0.907
H  -0.618  0.847  1.366
H  1.680  1.030  1.497
H  0.668  2.406  -0.102

Properties
Relative energy (zero: lowest compared OMol25 entry of this formula, charge and spin) = 247.9 kJ/mol
Energy = -2943.8335 Eh
Spin multiplicity = 1
Kohn-Sham gap = 10.888 eV
HOMO energy = -10.13 eV